Entry 1:
Below is a structure of composition C15H12F6N5O4RuS4, with properties calculated with wB97M-V/def2-TZVPD.

Values from the calculation:
- charge = +1
- total energy (eV) = -93609.7995
- F_max (hartree/bohr) = 0.0047
- HOMO-LUMO gap (eV) = 5.7
- ΔE to the lowest compared entry with this formula, charge and spin (eV) = 0.704

Each line ends with the natural charge from an NBO analysis.
Cartesian coordinates (Å):
Ru (0.35, 0.19, -0.45)  0.315
S (-1.21, -0.76, -1.61)  0.488
S (1.37, 1.61, -1.84)  0.091
S (-0.69, 2.43, 1.58)  2.247
S (1.61, 0.98, 1.49)  1.551
F (-1.59, 2.50, 4.02)  -0.286
F (-3.02, 1.80, 2.55)  -0.295
F (3.93, 1.08, 0.32)  -0.316
F (-1.40, 0.51, 3.19)  -0.315
F (3.85, 2.10, 2.23)  -0.282
F (2.97, 3.02, 0.48)  -0.293
O (-1.05, 3.80, 1.43)  -0.860
O (-0.20, -1.17, 1.05)  -0.538
O (2.01, -0.02, 2.46)  -0.921
O (-1.03, 1.54, 0.44)  -0.942
N (0.78, 2.21, 2.07)  -1.155
N (2.32, -0.89, -2.36)  -0.398
N (1.68, -1.13, -1.17)  -0.166
N (0.59, -2.16, 1.45)  0.083
N (2.85, 0.75, -3.85)  -0.752
C (-4.71, 1.86, -2.61)  -0.128
C (1.99, -2.24, -0.61)  0.095
C (-2.36, 1.68, -2.17)  -0.151
C (2.28, -3.79, 1.24)  -0.164
C (2.23, 0.36, -2.74)  0.297
C (-4.88, 0.49, -2.42)  -0.231
C (2.00, -4.27, 2.50)  -0.146
C (-3.79, -0.29, -2.10)  -0.103
C (-2.52, 0.30, -1.96)  -0.293
C (3.20, 1.88, 1.11)  0.797
C (-3.46, 2.45, -2.49)  -0.202
C (1.00, -3.67, 3.24)  -0.196
C (1.57, -2.71, 0.71)  0.108
C (0.31, -2.61, 2.69)  0.075
C (-1.75, 1.77, 2.94)  0.738
H (2.79, 1.70, -4.18)  0.420
H (3.40, 0.08, -4.37)  0.423
H (-5.57, 2.48, -2.86)  0.233
H (3.06, -4.23, 0.64)  0.245
H (0.75, -3.99, 4.24)  0.256
H (-3.34, 3.52, -2.65)  0.235
H (-1.38, 2.13, -2.07)  0.233
H (2.71, -2.86, -1.14)  0.234
H (2.57, -5.10, 2.90)  0.250
H (-5.86, 0.05, -2.52)  0.236
H (-0.48, -2.07, 3.19)  0.259
H (-3.89, -1.36, -1.96)  0.223

---

Entry 2:
Below is a structure of composition C31H60BN4OP2Tm, with properties calculated with wB97M-V/def2-TZVPD.

Values from the calculation:
- charge = +2
- total energy (eV) = -89901.2748
- <S²> = 2.0025
- F_max (hartree/bohr) = 0.0194
- HOMO-LUMO gap (spin up / spin down) (eV) = 7.7 / 7.8
- multiplicity = 3
- ΔE to the lowest compared entry with this formula, charge and spin (eV) = 0.000

Each line ends with the Löwdin spin population.
Cartesian coordinates (Å):
Tm (-0.06, -0.83, 0.67)  2.001
P (-2.73, 0.05, 1.47)  -0.002
P (2.77, -0.02, 0.33)  -0.001
O (0.40, -0.51, 2.88)  -0.002
N (1.22, 2.09, 1.11)  0.000
N (0.11, -5.80, 0.17)  0.000
N (-0.06, -3.26, 0.23)  -0.002
N (-1.02, 2.15, 1.48)  0.001
C (-2.73, 0.65, 4.16)  0.000
C (1.72, -0.17, -2.15)  0.001
C (3.66, -1.67, -1.75)  0.000
C (-1.33, -3.89, 0.71)  0.000
C (-4.94, 0.70, -0.26)  0.000
C (-2.43, 1.88, 1.35)  0.000
C (4.54, -1.87, 1.52)  0.000
C (1.83, 3.85, 2.84)  0.000
C (-4.98, 0.28, 3.18)  0.000
C (4.24, -0.37, 1.42)  0.000
C (0.55, -1.22, 4.13)  0.000
C (2.52, 1.81, 0.55)  0.000
C (1.28, 4.69, 3.80)  0.000
C (-0.10, 4.72, 4.02)  0.000
C (3.87, 0.11, 2.83)  0.000
C (3.10, -0.27, -1.49)  0.000
C (-3.43, -1.67, 3.53)  0.000
C (-0.96, 3.92, 3.30)  0.000
C (0.97, 3.03, 2.12)  0.000
C (0.22, -5.29, -1.19)  0.000
C (-3.86, -0.35, 0.04)  0.000
C (-2.91, -0.45, -1.16)  0.000
C (4.03, 0.75, -2.16)  0.000
C (0.18, -3.74, -1.17)  0.000
C (1.05, -3.73, 1.09)  0.000
C (-4.56, -1.70, 0.24)  0.000
C (5.51, 0.36, 0.95)  0.000
C (-3.52, -0.19, 3.14)  -0.001
C (-1.17, -5.43, 0.74)  0.000
C (-0.42, 3.07, 2.35)  0.000
C (1.19, -5.27, 0.99)  0.000
B (-0.02, 1.52, 0.65)  0.004
H (-3.86, -1.80, 4.52)  0.000
H (5.92, -0.11, 0.06)  0.000
H (1.30, -0.73, 4.74)  0.000
H (1.20, 0.77, -1.96)  0.001
H (-1.97, -5.90, 0.16)  0.000
H (1.96, -3.22, 0.77)  0.000
H (-1.23, -5.81, 1.76)  0.000
H (1.07, -1.01, -1.83)  0.000
H (4.73, -1.73, -1.52)  0.000
H (0.83, -3.41, 2.12)  0.000
H (3.16, -2.45, -1.16)  0.000
H (5.05, 0.67, -1.79)  0.000
H (-5.69, 0.74, 0.53)  0.000
H (-0.60, -5.69, -1.78)  0.000
H (1.12, -3.31, -1.51)  0.000
H (-5.03, -2.00, -0.70)  0.000
H (-3.46, -0.66, -2.07)  0.000
H (-2.12, -3.58, 0.02)  0.000
H (-3.86, -2.49, 0.53)  0.000
H (1.14, -5.73, 1.98)  0.000
H (2.65, 2.32, -0.41)  0.000
H (-3.97, -2.32, 2.84)  0.000
H (0.87, -2.23, 3.90)  0.000
H (-2.23, -1.32, -1.04)  0.000
H (3.60, 1.17, 2.88)  0.000
H (-0.50, 5.40, 4.76)  0.000
H (-4.55, 1.70, -0.41)  0.000
H (2.14, -5.55, 0.54)  0.000
H (1.93, 5.34, 4.37)  0.000
H (4.72, -0.04, 3.49)  0.000
H (4.95, -2.28, 0.60)  0.000
H (3.66, -2.44, 1.79)  0.000
H (3.55, -1.92, -2.80)  0.000
H (-2.32, 0.45, -1.32)  0.001
H (3.71, 1.78, -2.03)  0.000
H (-0.62, -3.34, -1.80)  0.000
H (-5.34, -1.65, 1.00)  0.000
H (3.30, 2.19, 1.20)  0.000
H (5.34, 1.42, 0.72)  0.000
H (-1.56, -3.48, 1.70)  0.000
H (-5.09, 1.31, 2.83)  0.000
H (-3.01, 0.32, 5.17)  0.000
H (-5.34, 0.25, 4.20)  0.000
H (6.27, 0.31, 1.73)  0.000
H (-5.63, -0.36, 2.58)  0.000
H (0.44, 0.46, 2.99)  0.000
H (4.06, 0.56, -3.23)  0.000
H (-5.46, 0.42, -1.18)  0.000
H (5.28, -2.03, 2.30)  0.000
H (-0.40, -1.24, 4.66)  0.000
H (-2.97, 1.71, 4.09)  0.000
H (3.04, -0.48, 3.22)  0.000
H (-1.65, 0.55, 4.06)  0.000
H (1.15, -5.64, -1.63)  0.000
H (-2.39, -2.00, 3.57)  0.000
H (-2.79, 2.23, 0.38)  0.000
H (1.81, -0.30, -3.23)  0.000
H (-2.03, 3.98, 3.46)  0.000
H (-3.01, 2.42, 2.10)  0.000
H (2.89, 3.86, 2.65)  0.000

---

Entry 3:
Below is a cluster of 6 separate species, C16H28F2N2O24S5 in total in a non-equilibrium geometry, with properties calculated with wB97M-V/def2-TZVPD.

Values from the calculation:
- total energy (eV) = -128763.3796
- F_max (hartree/bohr) = 0.1917
- HOMO-LUMO gap (eV) = 8.8
- SMILES string = O=C(F)NC(=O)NC(=O)OCCCF.O=S1(=O)OCCO1.O=S1(=O)OCCO1.O=S1(=O)OCCO1.O=S1(=O)OCCO1.O=S1(=O)OCCO1

Each line ends with the Mulliken charge.
Cartesian coordinates (Å):
S (-1.86, 3.11, -1.62)  1.131
S (2.73, 0.59, -6.54)  1.064
S (0.03, -3.49, 1.88)  0.890
S (-5.97, 4.90, 2.85)  1.100
S (-2.87, -4.80, 7.84)  1.091
F (6.68, 0.10, -3.03)  -0.208
F (1.86, -2.38, -3.38)  -0.396
O (6.73, -0.74, -0.75)  -0.445
O (-4.23, -4.46, 7.01)  -0.320
O (3.38, -0.87, -6.90)  -0.328
O (1.27, -2.92, 2.77)  -0.319
O (-2.95, -4.14, 9.12)  -0.533
O (-4.74, 5.48, 3.74)  -0.318
O (-2.50, 2.31, -2.89)  -0.321
O (2.66, 1.36, -7.76)  -0.568
O (-0.43, 3.16, -1.79)  -0.517
O (1.60, 0.37, -5.67)  -0.432
O (-2.46, 4.58, -1.97)  -0.328
O (0.68, -4.95, 1.52)  -0.324
O (-2.59, -6.21, 7.69)  -0.536
O (-6.05, 5.67, 1.63)  -0.536
O (3.97, 1.16, -5.65)  -0.324
O (-2.50, 2.64, -0.41)  -0.517
O (0.52, 1.57, -1.53)  0.135
O (-7.11, 4.69, 3.72)  -0.530
O (-5.32, 3.45, 2.49)  -0.295
O (-1.83, -3.96, 6.90)  -0.309
O (-1.10, -3.71, 2.75)  -0.486
O (1.71, 2.72, 0.35)  -0.498
O (4.22, 0.87, 0.44)  -0.512
O (-0.04, -2.72, 0.66)  -0.442
N (4.44, -0.33, -1.67)  0.032
N (3.12, 2.00, -1.51)  -0.120
C (4.78, -0.83, -6.60)  -0.395
C (4.91, 0.11, -5.41)  -0.012
C (-3.97, -3.37, 6.12)  -0.298
C (3.93, 0.88, -0.89)  0.300
C (0.07, 0.29, -0.95)  -0.680
C (1.37, -1.00, -3.01)  0.604
C (2.08, -4.91, 1.82)  -0.302
C (1.02, -1.00, -1.40)  -0.129
C (2.21, -3.97, 3.01)  -0.312
C (5.96, -0.32, -1.78)  0.506
C (-2.51, -3.52, 5.72)  -0.178
C (1.72, 2.09, -0.86)  0.266
C (-3.80, 4.43, 3.99)  -0.304
C (-2.93, 4.58, -3.32)  -0.389
C (-3.42, 3.16, -3.57)  -0.329
C (-3.93, 3.48, 2.80)  -0.203
H (4.20, -1.18, -1.07)  0.259
H (2.44, -5.92, 2.05)  0.323
H (5.30, -0.44, -7.47)  0.299
H (-3.72, 5.32, -3.46)  0.331
H (3.22, -3.56, 3.11)  0.320
H (-4.14, -2.44, 6.67)  0.295
H (2.25, -0.20, -3.16)  -0.393
H (1.99, -1.11, -0.74)  -0.046
H (-4.08, 3.93, 4.92)  0.286
H (-0.05, 0.31, 0.23)  0.277
H (-2.79, 4.84, 4.08)  0.312
H (-3.45, 2.91, -4.63)  0.319
H (-4.65, -3.41, 5.26)  0.301
H (-2.09, 4.83, -3.97)  0.262
H (2.93, 1.77, -2.51)  0.360
H (4.63, -0.39, -4.47)  -0.002
H (2.60, -4.52, 0.95)  0.253
H (-2.08, -2.58, 5.36)  0.275
H (5.14, -1.84, -6.37)  0.326
H (1.93, -4.47, 3.95)  0.265
H (-3.40, 3.88, 1.92)  0.178
H (-2.39, -4.29, 4.95)  0.218
H (-3.56, 2.48, 3.02)  0.301
H (-1.01, 0.07, -1.42)  0.309
H (0.40, -0.69, -3.62)  0.250
H (-4.41, 3.00, -3.13)  0.294
H (0.36, -1.96, -1.15)  0.346
H (5.92, 0.52, -5.31)  0.353

---

Entry 4:
Below is a structure of composition C8H26FeO6 in a non-equilibrium geometry, with properties calculated with wB97M-V/def2-TZVPD.

Values from the calculation:
- total energy (eV) = -55388.2057
- <S²> = 6.0165
- F_max (hartree/bohr) = 0.0560
- HOMO-LUMO gap (spin up / spin down) (eV) = 8.2 / 7.8
- multiplicity = 5
- ΔE to the lowest compared entry with this formula, charge and spin (eV) = 1.488

Each line ends with the Löwdin spin population.
Cartesian coordinates (Å):
Fe (-14.49, -18.94, 8.23)  3.706
O (-16.86, -20.82, 8.01)  0.001
O (-15.53, -18.64, 9.87)  0.120
O (-15.49, -17.44, 7.17)  0.040
O (-13.94, -20.68, 8.93)  0.104
O (-15.13, -20.33, 11.98)  0.002
O (-15.97, -16.33, 11.24)  0.002
C (-17.71, -21.52, 7.12)  0.000
C (-16.78, -16.82, 7.48)  0.002
C (-13.81, -15.27, 11.33)  0.000
C (-15.45, -19.86, 13.27)  0.000
C (-16.46, -20.78, 13.94)  0.000
C (-14.86, -16.08, 12.08)  0.000
C (-16.52, -15.45, 8.08)  0.001
C (-18.01, -20.61, 5.93)  0.000
H (-15.16, -15.45, 12.92)  0.000
H (-18.67, -19.79, 6.20)  0.000
H (-15.77, -17.16, 10.74)  0.001
H (-14.54, -19.81, 13.88)  0.000
H (-18.50, -21.19, 5.14)  0.000
H (-15.92, -18.87, 13.15)  0.000
H (-17.28, -21.08, 13.30)  0.000
H (-17.07, -20.18, 5.57)  0.000
H (-17.39, -15.06, 8.62)  0.000
H (-15.23, -17.17, 6.29)  0.004
H (-17.16, -22.40, 6.78)  0.000
H (-17.33, -16.81, 6.54)  0.000
H (-16.01, -21.75, 14.20)  0.000
H (-12.82, -15.14, 11.78)  0.000
H (-13.08, -20.84, 8.52)  0.012
H (-16.22, -14.69, 7.35)  0.000
H (-16.43, -18.71, 9.54)  0.003
H (-15.33, -19.65, 11.30)  0.001
H (-15.75, -15.55, 8.84)  0.000
H (-13.53, -15.72, 10.36)  0.000
H (-14.16, -14.26, 11.09)  0.000
H (-18.67, -21.85, 7.54)  0.000
H (-16.76, -20.38, 14.92)  0.000
H (-17.30, -17.44, 8.20)  0.000
H (-14.50, -17.01, 12.51)  0.000
H (-16.35, -21.38, 8.60)  0.000